The following is a quantum chemistry calculation of a cluster of 3 separate species, C21H42N5O5 in total, from the Open Molecules 2025 dataset.

Values from the calculation:
- maximum force (eV Å⁻¹) = 0.38
- net charge = +1
- HOMO level (eV) = -11.0817
- total energy (eV) = -40141.5775
- LUMO level (eV) = -3.70

Each atom is followed by the atoms it is bonded to, with distances in Å.
Geometry (Å):
1 C 10.120 -2.687 -0.593  C2 1.512, H24 1.088, H25 1.088, H26 1.089
2 C 9.244 -1.560 -0.093  C1 1.512, O3 1.423, H27 1.095, H28 1.094
3 O 7.883 -1.939 -0.261  C2 1.423, C4 1.406
4 C 6.987 -0.857 -0.186  O3 1.406, C5 1.516, H29 1.097, H30 1.095
5 C 5.615 -1.487 -0.050  C4 1.516, O6 1.426, H31 1.087, H32 1.094
6 O 4.553 -0.542 0.052  C5 1.426, C7 1.398
7 C 4.263 0.141 -1.132  O6 1.398, C8 1.500, H33 1.098, H34 1.095
8 C 3.258 1.208 -0.818  C7 1.500, N9 1.348, C13 1.386
9 N 3.606 2.476 -1.115  C8 1.348, C10 1.346, H35 1.011
10 C 2.829 3.554 -0.901  N9 1.346, C11 1.364, H36 1.078
11 C 1.606 3.368 -0.327  C10 1.364, C12 1.393, H37 1.079
12 C 1.207 2.074 -0.001  C11 1.393, C13 1.395, H38 1.081
13 C 2.013 0.965 -0.258  C8 1.386, C12 1.395, C14 1.509
14 C 1.570 -0.448 0.031  C13 1.509, C15 1.537, H39 1.093, H40 1.089
15 C 0.068 -0.648 0.291  C14 1.537, C16 1.534, H41 1.087, H42 1.090
16 C -0.565 -1.704 -0.625  C15 1.534, C17 1.531, H43 1.090, H44 1.094
17 C -1.943 -2.150 -0.130  C16 1.531, C18 1.526, H45 1.090, H46 1.092
18 C -3.061 -1.300 -0.728  C17 1.526, C19 1.521, H47 1.100, H48 1.094
19 C -4.441 -1.683 -0.220  C18 1.521, C20 1.531, H49 1.092, H50 1.092
20 C -5.584 -1.171 -1.099  C19 1.531, C21 1.514, H51 1.093, H52 1.091
21 C -6.855 -0.968 -0.301  C20 1.514, O22 1.411, H53 1.097, H54 1.098
22 O -7.845 -0.419 -1.144  C21 1.411, C23 1.408
23 C -8.992 -0.002 -0.441  O22 1.408, H55 1.095, H56 1.094, H57 1.087
24 H 11.118 -2.612 -0.168  C1 1.088
25 H 9.689 -3.645 -0.307  C1 1.088
26 H 10.204 -2.670 -1.679  C1 1.089
27 H 9.442 -0.640 -0.652  C2 1.095
28 H 9.433 -1.360 0.967  C2 1.094
29 H 7.086 -0.243 -1.089  C4 1.097
30 H 7.196 -0.235 0.691  C4 1.095
31 H 5.594 -2.056 0.876  C5 1.087
32 H 5.434 -2.192 -0.867  C5 1.094
33 H 3.844 -0.528 -1.895  C7 1.098
34 H 5.157 0.599 -1.570  C7 1.095
35 H 4.517 2.630 -1.526  N9 1.011
36 H 3.217 4.520 -1.183  C10 1.078
37 H 0.956 4.204 -0.116  C11 1.079
38 H 0.241 1.957 0.470  C12 1.081
39 H 1.852 -1.058 -0.832  C14 1.093
40 H 2.163 -0.822 0.864  C14 1.089
41 H -0.490 0.273 0.148  C15 1.087
42 H -0.089 -0.942 1.329  C15 1.090
43 H 0.114 -2.546 -0.754  C16 1.090
44 H -0.713 -1.234 -1.602  C16 1.094
45 H -2.123 -3.195 -0.386  C17 1.090
46 H -1.999 -2.060 0.956  C17 1.092
47 H -2.881 -0.253 -0.443  C18 1.100
48 H -3.029 -1.332 -1.821  C18 1.094
49 H -4.515 -2.771 -0.146  C19 1.092
50 H -4.577 -1.316 0.800  C19 1.092
51 H -5.322 -0.235 -1.597  C20 1.093
52 H -5.806 -1.901 -1.880  C20 1.091
53 H -7.197 -1.932 0.096  C21 1.097
54 H -6.673 -0.308 0.558  C21 1.098
55 H -8.851 0.988 0.003  C23 1.095
56 H -9.253 -0.703 0.357  C23 1.094
57 H -9.823 0.044 -1.141  C23 1.087
58 C -2.230 3.342 -0.346  O59 1.227, N60 1.363, N61 1.364
59 O -1.693 2.867 0.649  C58 1.227
60 N -2.716 2.557 -1.348  C58 1.363, H62 1.003, H63 1.004
61 N -2.387 4.687 -0.510  C58 1.364, H64 1.003, H65 1.003
62 H -3.184 2.920 -2.157  N60 1.003
63 H -2.656 1.562 -1.227  N60 1.004
64 H -2.087 5.282 0.240  N61 1.003
65 H -2.850 5.096 -1.299  N61 1.003
66 C -3.954 -0.313 3.577  O67 1.218, N68 1.368, N69 1.371
67 O -4.538 -1.344 3.294  C66 1.218
68 N -3.289 -0.151 4.762  C66 1.368, H70 1.002, H71 1.003
69 N -3.909 0.764 2.729  C66 1.371, H72 1.002, H73 1.002
70 H -2.815 0.693 5.020  N68 1.002
71 H -3.314 -0.917 5.408  N68 1.003
72 H -4.397 0.684 1.857  N69 1.002
73 H -3.432 1.619 2.941  N69 1.002